ORCA calculation (ωB97M-V/def2-TZVPD) on 2 unconnected molecules or ions with the total composition C17H25N2O at a distorted geometry.

```
45
Properties=species:S:1:pos:R:3:forces:R:3:nbo_charge:R:1
C 2.84680 2.95234 -0.84830 0.840 -0.267 0.014 -0.2708
O 1.43397 3.20598 -0.85421 -0.949 -1.140 0.040 -0.4085
C 0.63166 2.17845 -0.83042 -0.271 1.049 -0.055 0.4337
C -0.76672 2.41430 -0.83977 0.099 0.265 0.038 -0.1570
C -1.68544 1.33247 -0.82955 0.184 -0.041 -0.070 -0.0995
C -3.04807 1.58442 -0.84452 0.252 -0.245 -0.002 -0.2341
C -3.53111 2.90292 -0.85214 0.037 -0.353 0.008 0.1331
C -5.00338 3.16012 -0.85515 -0.187 0.272 0.000 -0.6587
C -2.62626 3.97595 -0.85328 0.322 0.276 -0.006 -0.2407
C -1.26671 3.75330 -0.85279 0.003 -0.229 0.034 -0.0955
H 3.31759 3.93336 -0.84947 -0.013 -0.185 0.003 0.2327
H 3.12990 2.38630 0.04692 -0.143 0.229 -0.131 0.2109
H 3.13618 2.38352 -1.73949 -0.146 0.227 0.123 0.2099
H 1.08575 1.17621 -0.80911 -0.322 0.233 0.053 0.2180
H -1.26767 0.32397 -0.80872 -0.309 0.081 0.109 0.2594
H -3.76909 0.76110 -0.85064 0.364 0.254 0.026 0.2410
H -5.19628 4.23471 -0.85566 -0.082 -0.143 -0.002 0.2315
H -5.48973 2.72470 -1.73494 0.164 0.004 0.089 0.2519
H -5.49170 2.72540 0.02391 0.161 0.004 -0.092 0.2510
H -3.01739 4.99717 -0.85478 0.195 -0.363 -0.008 0.2392
H -0.56259 4.58204 -0.85379 -0.205 -0.135 -0.010 0.2385
C 0.61326 -2.27853 -1.41090 -0.067 -0.175 -0.725 -0.6019
C 1.57734 -2.88423 -0.41626 0.022 0.121 0.269 0.1278
C 1.49361 -4.40179 -0.44944 -0.149 -0.325 -0.320 -0.6126
C 3.00169 -2.44607 -0.71355 0.248 0.080 -0.386 -0.6068
N 1.20005 -2.40820 0.91648 0.446 -0.081 0.733 -0.4078
C 0.20137 -1.55654 1.16469 -1.274 0.912 -0.227 0.0546
N 0.17597 -1.42240 2.51303 0.989 -0.582 -0.123 -0.4017
C -0.78156 -0.63896 3.25963 -0.262 0.280 0.294 -0.3957
C 1.20690 -2.16164 3.09420 -0.225 0.054 -0.267 -0.0774
C 1.85255 -2.78488 2.08452 -0.214 0.110 0.215 -0.0970
H 0.66374 -1.18415 -1.40618 -0.089 -0.226 0.046 0.1934
H 0.89888 -2.63047 -2.40737 -0.050 0.053 0.039 0.2140
H -0.41446 -2.60131 -1.21530 0.196 0.215 0.006 0.2356
H 2.19741 -4.87340 0.24591 -0.189 0.104 -0.094 0.2158
H 0.47394 -4.74088 -0.23337 0.213 0.042 0.075 0.2249
H 1.74574 -4.73618 -1.46225 -0.001 -0.052 0.186 0.2204
H 3.72491 -2.89526 -0.02330 -0.139 0.160 -0.104 0.2187
H 3.25611 -2.76933 -1.72910 0.090 0.044 0.168 0.2213
H 3.08790 -1.35334 -0.68046 0.037 -0.153 0.103 0.1986
H -1.49155 -0.18706 2.55442 0.273 -0.204 0.225 0.2227
H -1.32955 -1.26635 3.97985 0.140 0.135 -0.342 0.2116
H -0.28209 0.15464 3.83544 -0.095 -0.180 -0.241 0.2005
H 1.37403 -2.17045 4.15139 0.082 -0.089 0.216 0.2258
H 2.69410 -3.45192 2.09383 0.029 -0.036 0.094 0.2294
```
Forces are in eV/Å.

Calculated values
Molar mass = 273.40 g mol⁻¹
DFT total energy = -23054.3269 eV
Net charge = +1
HOMO level = -10.894 eV
Energy relative to the best compared isomer or geometry (same formula, charge and spin) = 285.2 kJ/mol

ORCA calculation (ωB97M-V/def2-TZVPD) on C17H25N3O in the gas phase at a distorted geometry.

```
46
Properties=species:S:1:pos:R:3:forces:R:3:nbo_charge:R:1
C -1.81223 0.63672 -4.24066 -1.586 0.976 2.080 -0.3974
C -2.64348 1.00320 -3.18937 2.341 -1.189 -1.747 -0.1925
C -2.18498 1.06092 -1.71183 -1.216 0.209 -1.158 -0.2697
N -1.12934 0.14800 -1.39008 1.628 -1.612 0.765 -0.4502
C -1.53282 -1.26942 -1.18218 0.267 1.215 0.805 -0.3154
C -2.34245 -1.45540 0.04478 -1.899 0.208 3.188 0.2644
N -3.00773 -1.50689 1.01898 2.113 0.045 -3.161 -0.3083
C 0.21672 0.58425 -1.31140 -0.577 0.647 0.262 0.6891
O 0.50432 1.66352 -1.78639 -0.257 0.064 -0.200 -0.6075
C 1.35794 -0.14474 -0.54578 0.192 -1.286 0.007 -0.1280
N 2.65046 -0.01988 -1.20474 -0.516 -0.648 -1.458 -0.8181
C 1.53384 0.33633 0.91118 -1.072 0.867 0.914 -0.0041
C 0.24258 0.01357 1.71455 0.707 0.145 -0.128 -0.4083
C 0.37016 0.52706 3.14470 0.662 0.763 0.001 -0.2129
C 1.56996 -0.10858 3.86386 -0.670 -0.817 0.059 -0.4028
C 2.84453 0.16526 3.10961 0.313 0.511 -1.024 -0.2188
C 3.11092 1.68885 3.06259 -0.339 0.296 0.946 -0.4074
C 1.91993 2.40251 2.40777 -0.037 -0.797 -0.614 -0.1973
C 0.56862 2.04906 3.09443 0.679 0.520 0.195 -0.4062
C 1.82422 1.83404 0.96682 -0.410 1.305 -0.223 -0.4182
C 2.71549 -0.30324 1.62546 0.249 -0.836 0.168 -0.4066
H -0.76555 0.35324 -4.09440 -0.377 0.164 0.171 0.1988
H -2.13853 0.70244 -5.28265 -0.122 -0.168 0.474 0.2061
H -3.68222 1.23103 -3.39796 0.047 0.242 0.025 0.2057
H -3.05379 0.85070 -1.05987 0.324 -0.051 -0.215 0.2110
H -1.90527 2.09400 -1.50069 0.341 -0.143 0.078 0.2516
H -2.15979 -1.60838 -1.97576 -0.369 -0.069 -0.949 0.2473
H -0.68181 -1.93482 -1.14147 0.274 0.052 0.009 0.2520
H 1.15229 -1.21801 -0.47540 -0.097 -0.041 0.005 0.1875
H 2.85580 0.96798 -1.22633 0.203 0.133 -0.523 0.3697
H 2.60189 -0.38679 -2.19058 0.126 0.772 1.401 0.3643
H 0.08370 -1.06726 1.71971 -0.060 -0.115 -0.055 0.2041
H -0.61890 0.48414 1.24031 -0.121 -0.001 -0.012 0.2079
H -0.53530 0.31158 3.67583 -0.588 -0.189 0.385 0.2150
H 1.68567 0.22637 4.89796 -0.257 0.242 -0.015 0.2087
H 1.38248 -1.19713 3.93348 0.197 0.272 -0.088 0.2041
H 3.67612 -0.31757 3.63977 -0.038 -0.086 -0.444 0.2154
H 4.02746 1.93613 2.52683 0.043 -0.199 -0.259 0.2058
H 3.28641 2.07866 4.07596 -0.183 -0.158 0.014 0.2014
H 2.07317 3.50629 2.36931 -0.106 -0.753 0.023 0.2126
H -0.26452 2.53930 2.57507 0.132 -0.102 -0.104 0.2035
H 0.58401 2.48427 4.09624 -0.078 -0.167 0.186 0.2062
H 2.76200 2.01818 0.39733 -0.552 0.230 0.377 0.1975
H 0.99914 2.41079 0.53319 0.245 -0.159 -0.504 0.2154
H 2.57897 -1.38289 1.51639 0.252 -0.219 0.372 0.2007
H 3.62209 -0.04524 1.08757 0.191 -0.072 -0.030 0.2241
```
Forces are in eV/Å.

Calculated values
Molar mass = 287.41 g mol⁻¹
DFT total energy = -24552.1255 eV
HOMO level = -9.576 eV
Energy relative to the best compared isomer or geometry (same formula, charge and spin) = 218.5 kJ/mol
Structure (SMILES) = C=CCN(CC#N)C(=O)[C@@H](N)[C@]12C[C@H]3C[C@H](C[C@H](C3)C1)C2

ORCA calculation (ωB97M-V/def2-TZVPD) on a molecular structure, C17H25N3O3 at a distorted geometry.

```
48
Properties=species:S:1:pos:R:3:forces:R:3:nbo_charge:R:1
C -3.26307 -2.02789 -1.79757 5.048 -0.269 -1.957 -0.3088
H -4.12330 -2.41428 -2.24877 -1.841 -0.038 -0.436 0.1753
O -3.19613 -0.53557 -1.73732 -1.782 -2.858 0.886 -0.5402
C -4.38366 -0.18770 -0.97911 2.206 3.371 -0.941 -0.0901
C -4.34294 -0.70542 0.38834 -1.208 5.997 5.415 -0.2541
N -3.15874 -0.23882 1.16799 -0.901 2.994 0.563 -0.6699
C -2.19217 -1.16530 1.45722 2.306 11.726 -1.739 0.6907
O -2.25776 -2.22214 1.09064 -0.424 -10.211 -1.146 -0.5859
C -0.83329 -0.34522 1.56183 1.818 -4.046 7.288 -0.2655
N -0.59666 0.82300 0.92445 0.342 3.497 0.210 -0.5013
C -0.49410 1.00129 -0.48930 -0.474 -15.754 -0.891 -0.0928
C 0.76932 0.18166 -0.97958 1.407 -3.349 6.376 -0.3750
H 0.80457 -1.14702 -0.71385 -0.765 4.165 -0.700 0.1972
H 1.02842 0.20584 -1.92526 0.297 0.191 -5.291 0.1862
C 2.10681 0.69232 -0.33162 -0.765 1.333 6.138 0.2177
C 3.17559 -0.34717 -0.00817 5.526 0.366 -5.520 0.0011
C 3.11277 -1.73139 0.49851 -2.715 7.736 -2.027 -0.2540
C 4.10472 -2.50527 0.56684 6.516 -0.561 -2.083 -0.2361
C 5.45788 -1.94146 -0.11895 -6.681 -6.531 5.388 0.1395
N 5.50777 -0.80845 -0.47213 2.537 6.047 -4.248 -0.4347
C 4.46954 -0.02321 -0.71164 -4.720 0.935 4.598 -0.0374
H 4.61218 1.04670 -0.89434 0.404 -0.653 -0.616 0.2096
H 6.21010 -2.58742 0.00174 3.385 -2.081 0.118 0.1620
H 3.96905 -3.37902 1.10296 0.469 -2.185 0.476 0.2114
H 2.12545 -1.69339 0.62910 -4.019 -2.371 2.138 0.2168
O 2.62762 1.87662 -0.93129 -0.333 -2.775 -3.571 -0.7062
H 2.68616 1.42552 -1.84641 0.552 2.190 1.086 0.4627
C 1.84208 1.35256 1.19647 -1.140 -6.243 2.756 -0.4109
H 1.82076 0.32011 2.03631 0.593 2.371 -2.325 0.1681
C 0.43369 1.75726 1.42916 -0.748 2.082 -5.001 -0.0279
H 0.24481 2.19717 2.35052 -0.449 0.281 1.932 0.2047
C 0.15344 2.93927 0.25896 2.464 1.268 5.036 -0.3959
H 1.15279 3.50953 0.18928 -1.751 -0.850 -0.545 0.2219
H -0.53556 3.55749 0.78694 -0.627 0.921 0.080 0.2051
C -0.44019 2.22747 -0.86384 0.605 12.499 -5.895 -0.4730
H 0.23210 2.68860 -1.71716 -0.965 -2.268 0.839 0.2490
H -1.39348 2.65327 -1.22799 -0.036 -0.053 0.761 0.2245
H 2.55334 1.95815 1.75715 0.388 0.286 -1.108 0.2464
H -1.28592 0.32180 -0.96886 0.469 1.372 0.626 0.2622
H -0.92332 -0.00865 2.82217 0.544 -0.877 -3.177 0.1944
H 0.09961 -1.18509 1.65801 -2.327 1.905 -0.625 0.1692
H -2.96335 0.89231 1.30670 -0.564 -4.377 -0.531 0.4253
H -4.56366 -1.65080 0.70131 -0.042 -3.007 -0.411 0.2381
H -5.23330 -0.16809 1.09613 1.591 -1.025 -2.433 0.1946
H -4.50728 0.99421 -1.13191 0.465 -2.497 0.936 0.1932
H -5.23469 -0.58734 -1.37741 -2.317 -1.126 -1.787 0.1787
H -2.96304 -2.65370 -0.91328 -0.589 1.419 -0.340 0.2259
H -2.41492 -2.36235 -2.59300 -1.749 1.053 1.699 0.1883
```
Forces are in eV/Å.

Calculated values
Molar mass = 319.40 g mol⁻¹
DFT total energy = -28634.0266 eV
HOMO level = -8.302 eV
Energy relative to the best compared isomer or geometry (same formula, charge and spin) = 1571.5 kJ/mol

ORCA calculation (ωB97M-V/def2-TZVPD) on a molecular structure, C17H25N3O3S at a distorted geometry.

```
49
Properties=species:S:1:pos:R:3:forces:R:3:nbo_charge:R:1
C 5.40561 -2.61332 -1.46477 2.686 5.087 -0.400 -0.6197
C 4.35973 -3.62684 -1.47874 8.378 -5.069 -2.178 -0.0947
H 4.33498 -4.18394 -0.60052 0.217 -1.150 1.559 0.2021
H 4.62843 -4.35526 -2.34719 -0.459 0.825 1.307 0.1612
O 3.26786 -3.07773 -1.73964 -8.883 3.145 0.574 -0.4880
C 2.57829 -2.82360 -0.58116 -1.148 2.030 1.527 0.9050
O 3.08962 -2.88413 0.61651 -3.221 0.137 -5.885 -0.6372
N 1.25658 -2.32107 -1.03056 2.565 -1.938 4.318 -0.4516
C 0.71624 -2.22956 -2.35512 -11.033 3.725 10.498 -0.1772
H -0.28597 -2.70550 -2.24266 0.649 -0.734 -0.736 0.1830
C 0.38071 -0.88997 -2.70826 5.529 5.055 1.219 -0.1520
N -0.30825 -0.17225 -1.73458 -0.566 0.180 6.790 -0.4125
C -1.36806 0.57977 -1.88376 -5.289 -3.712 -7.910 0.6000
O -1.98744 0.37559 -3.08899 2.423 1.827 3.710 -0.7250
C -2.29172 1.14768 -0.90020 -2.130 -0.603 1.507 -0.4832
C -3.03410 -0.10896 0.10235 -2.980 10.584 -1.805 -0.5157
H -2.68589 -0.95105 -0.10738 2.781 -7.315 -1.923 0.2059
H -4.10992 0.01973 -0.02893 0.148 -0.565 -1.139 0.2229
S -2.85800 0.17219 1.74298 3.377 -4.765 4.170 0.2862
C -3.54145 1.60007 2.26829 4.648 3.277 -4.439 -0.5716
H -4.37501 1.53960 2.67283 -7.760 -1.101 3.953 0.2111
H -3.74369 1.99763 1.28989 -0.323 1.451 -0.437 0.2285
C -2.66337 2.48433 3.05929 3.374 1.348 3.397 -0.4233
C -1.32895 2.68778 2.43065 -6.762 7.472 -4.341 0.0341
C -0.20145 2.22710 2.33606 -0.084 -12.531 11.684 -0.1931
C 0.92742 2.45196 1.87004 12.105 1.337 -4.702 -0.0393
N 1.16598 3.39165 1.01602 -4.200 2.430 -3.611 -0.3494
C -0.18863 4.00060 0.56763 5.287 -1.273 2.900 -0.0626
C -1.18936 3.72143 1.43500 -5.407 3.759 -2.372 -0.2522
H -2.12060 4.42298 1.22171 1.452 -1.519 0.418 0.2013
H -0.05398 4.75525 -0.21111 -0.624 -0.275 0.460 0.2314
H 1.98238 1.92405 1.93675 -2.621 0.233 1.232 0.2277
H -0.18088 1.35406 3.36863 0.643 1.383 -2.872 0.1351
H -2.97942 3.54767 3.38214 -0.330 -1.809 -0.882 0.2473
H -2.28965 2.03606 4.04558 -1.295 -0.031 -0.879 0.2277
H -3.24647 1.63219 -1.39416 2.608 -0.744 0.667 0.2663
H -1.68617 1.82352 -0.30792 -0.625 0.386 0.791 0.2155
C 0.15578 -0.44053 -0.06368 7.792 -0.801 -9.443 -0.1653
H 1.17674 0.22044 -0.24631 -1.916 -2.055 1.000 0.2059
C 0.40470 -1.92174 0.05040 1.604 2.077 4.315 -0.2847
H -0.56194 -2.26572 0.36925 -0.734 -1.746 -1.294 0.2158
H 0.95707 -2.10927 1.12334 -0.794 0.569 -2.758 0.2688
H -0.32437 0.12379 0.52165 -4.738 3.621 4.501 0.1955
H 1.59193 -0.26428 -2.52601 -2.806 -1.665 -1.350 0.1188
H 0.02896 -0.68359 -3.66965 -0.638 0.090 -1.376 0.2700
H 1.29120 -2.58596 -2.88103 9.938 -6.907 -10.289 0.1880
H 6.47842 -2.92432 -1.32595 -1.173 -0.144 -0.431 0.2241
H 5.27467 -1.81271 -0.53977 -0.041 -1.866 -2.506 0.2205
H 5.32518 -1.97123 -2.58713 0.378 -1.712 3.458 0.1985
```
Forces are in eV/Å.

Calculated values
Molar mass = 351.47 g mol⁻¹
DFT total energy = -39466.5213 eV
HOMO level = -8.537 eV
Energy relative to the best compared isomer or geometry (same formula, charge and spin) = 1706.1 kJ/mol

ORCA calculation (ωB97M-V/def2-TZVPD) on a molecular structure, C17H25N4NaOSi.

```
49
Properties=species:S:1:pos:R:3:forces:R:3:nbo_charge:R:1
Na -0.21180 -0.24560 0.19580 0.469 0.059 -0.412 0.8968
C 3.37310 -0.14730 -1.41250 -0.034 0.037 0.059 -0.6376
C 3.20330 -0.18690 0.07840 0.375 0.078 -0.121 0.2443
C 4.28750 -0.03220 0.92520 0.074 0.063 -0.077 -0.3659
C 4.06320 -0.15050 2.29820 0.029 -0.018 -0.085 -0.1452
C 2.80140 -0.40840 2.74980 0.070 0.059 0.059 -0.3422
C 1.72070 -0.52060 1.83420 0.161 -0.045 0.394 0.4070
N 1.96840 -0.40870 0.50700 0.423 0.002 -0.337 -0.6192
N 0.45670 -0.70700 2.18040 -0.266 -0.226 0.900 -1.1969
Si -0.09110 -1.32800 3.66160 -0.404 -0.243 0.401 1.7751
C 0.11600 -0.20020 5.20570 0.018 -0.359 -0.651 -1.1132
C -1.95860 -1.58670 3.38480 0.517 0.071 0.277 -1.1081
C 0.71830 -3.01280 4.07090 -0.249 0.626 -0.193 -1.1153
H 4.00050 0.68700 -1.71530 0.061 0.083 -0.101 0.2125
H 2.39420 -0.06980 -1.88450 0.079 0.033 -0.065 0.2139
H 3.85050 -1.06600 -1.74650 0.040 -0.093 -0.135 0.2208
H 5.27330 0.16590 0.53440 0.077 -0.002 -0.085 0.2064
H 4.88200 -0.03940 2.99850 0.032 -0.011 0.018 0.2057
H 2.58520 -0.50250 3.79800 0.053 0.011 0.275 0.2052
H -0.21340 0.81250 4.99340 -0.106 0.209 -0.107 0.2245
H 1.15530 -0.13980 5.51090 0.247 -0.001 0.086 0.2221
H -0.45010 -0.55860 6.05830 -0.182 -0.183 0.169 0.2261
H -2.53150 -0.74060 3.75220 -0.135 0.221 0.060 0.2158
H -2.31520 -2.46550 3.90710 -0.147 -0.268 0.178 0.2268
H -2.17070 -1.71370 2.32840 0.012 -0.047 -0.218 0.2243
H 1.77890 -2.89250 4.26260 0.270 0.043 0.059 0.2290
H 0.62160 -3.68640 3.22550 -0.062 -0.126 -0.214 0.2302
H 0.27830 -3.49820 4.93480 -0.157 -0.041 0.246 0.2248
C -3.81560 0.66030 1.04370 0.088 -0.169 0.033 -0.7109
C -2.80270 0.88060 -0.04520 -0.730 0.349 -0.007 0.7041
O -2.09750 -0.00500 -0.49820 -0.705 -0.285 -0.431 -0.6963
N -2.75800 2.14140 -0.51900 -0.092 0.392 -0.001 -0.5920
C -1.78640 2.58070 -1.49640 0.152 -0.040 -0.147 -0.2615
C -0.59300 3.22160 -0.83200 -0.144 0.452 -0.259 0.1994
C -0.32860 4.58190 -0.94980 0.013 -0.201 -0.004 -0.2584
C 0.76740 5.10140 -0.27870 0.025 -0.160 0.079 -0.1577
C 1.54860 4.24770 0.48220 -0.097 0.055 -0.089 -0.2535
C 1.20790 2.90150 0.52730 0.216 0.275 0.147 0.0644
N 0.16320 2.40520 -0.11070 -0.235 -0.508 -0.042 -0.4617
H -4.06570 -0.39290 1.10730 0.015 -0.061 -0.027 0.2513
H -4.71570 1.24370 0.87100 -0.062 0.074 0.028 0.2217
H -3.37040 0.95470 1.99130 0.009 0.043 0.139 0.2493
H -3.28690 2.85800 -0.04550 -0.019 -0.180 0.009 0.3988
H -2.26690 3.27390 -2.19210 0.081 -0.111 0.033 0.2068
H -1.45540 1.68740 -2.03230 -0.096 0.178 -0.053 0.2443
H -0.95990 5.21650 -1.55580 -0.056 -0.003 -0.030 0.2165
H 1.00160 6.15270 -0.34810 0.036 0.102 0.010 0.2198
H 2.40070 4.61670 1.02920 0.120 -0.022 0.053 0.2271
H 1.78720 2.18900 1.09020 0.216 -0.109 0.179 0.2208
```
Forces are in eV/Å.

Calculated values
Molar mass = 352.49 g mol⁻¹
DFT total energy = -38340.3947 eV
HOMO level = -6.566 eV

- The lowest DFT total energy belongs to which entry?
  C17H25N3O3S

- The lowest molar mass belongs to which entry?
  C17H25N2O